DFT (ωB97M-V/def2-TZVPD) results for a molecular structure, C32H72Li2N3O8.

ORCA input file:
```
! RIJCOSX wB97M-V def2-TZVPD def2/J DEFGRID3
* xyz 1 1
Li 1.919 -4.237 2.174
Li 1.020 -1.671 4.233
C 1.014 -1.257 1.329
O 1.262 -2.243 2.321
H 1.857 -1.028 0.667
H 0.267 -1.683 0.645
H 0.612 -0.372 1.828
C 4.244 -4.364 0.077
C 4.621 -2.977 0.595
O 5.558 -3.048 1.661
O 3.203 -4.992 0.854
H 5.163 -4.950 0.124
H 3.837 -4.213 -0.925
H 3.681 -2.503 0.904
H 5.091 -2.436 -0.218
H 5.297 -3.765 2.248
H 3.239 -5.938 0.676
C 1.463 1.712 4.153
C 0.157 0.958 4.420
O 0.453 -0.110 5.363
O 1.861 2.470 5.307
H 1.401 2.395 3.303
H 2.242 0.960 4.051
H -0.339 0.608 3.510
H -0.652 1.556 4.857
H 0.470 0.356 6.206
H 1.073 2.948 5.596
C 4.716 4.787 0.667
C 3.715 4.032 1.570
C 2.751 3.210 0.691
C 3.280 1.925 0.080
C 3.838 1.069 1.217
C 4.888 1.797 2.044
N 4.386 3.115 2.495
O 5.340 3.735 3.330
C 5.175 0.949 3.268
C 6.179 1.933 1.223
C 2.921 5.077 2.327
H 4.160 5.533 0.094
H 5.157 4.139 -0.090
H 5.474 5.285 1.268
H 1.757 3.118 1.136
H 2.567 3.885 -0.156
H 4.030 2.060 -0.700
H 2.444 1.414 -0.407
H 4.223 0.099 0.898
H 3.007 0.904 1.915
H 4.343 1.061 3.973
H 5.186 -0.096 2.956
H 6.034 1.238 3.870
H 6.888 1.100 1.283
H 6.084 2.220 0.175
H 6.839 2.727 1.596
H 2.312 5.712 1.682
H 3.561 5.657 2.991
H 2.139 4.643 2.966
H 5.023 3.508 4.212
C -4.479 -3.326 0.480
C -4.562 -1.777 0.538
C -4.367 -1.146 -0.850
C -5.668 -1.012 -1.612
C -6.738 -0.318 -0.770
C -7.052 -0.960 0.585
N -5.791 -1.378 1.203
O -5.983 -1.914 2.491
C -7.787 0.075 1.428
C -7.964 -2.170 0.322
C -3.338 -1.325 1.324
H -3.635 -3.693 -0.117
H -5.350 -3.878 0.130
H -4.215 -3.709 1.471
H -3.755 -0.249 -0.963
H -3.786 -1.898 -1.398
H -6.007 -2.001 -1.948
H -5.507 -0.489 -2.559
H -7.586 -0.163 -1.433
H -6.240 0.626 -0.507
H -7.158 0.968 1.513
H -8.649 0.437 0.867
H -8.054 -0.297 2.414
H -8.129 -2.818 1.183
H -8.920 -1.869 -0.106
H -7.452 -2.806 -0.408
H -3.374 -1.673 2.358
H -3.255 -0.233 1.338
H -2.429 -1.598 0.783
H -5.696 -1.186 3.056
C -1.747 -1.311 -6.320
C -1.413 -0.876 -4.912
C -0.729 -2.052 -4.170
C 0.057 -1.652 -2.913
C 0.997 -0.519 -3.241
C 0.346 0.706 -3.833
N -0.440 0.229 -4.966
O -0.911 1.319 -5.756
C -0.512 1.395 -2.721
C 1.462 1.643 -4.282
C -2.677 -0.558 -4.097
H -2.264 -2.268 -6.374
H -0.822 -1.473 -6.887
H -2.252 -0.562 -6.932
H -1.500 -2.767 -3.859
H -0.070 -2.664 -4.795
H 0.577 -2.535 -2.528
H -0.659 -1.480 -2.101
H 1.743 -0.859 -3.965
H 1.473 -0.270 -2.282
H 0.133 1.843 -1.957
H -1.184 2.180 -3.065
H -1.084 0.649 -2.171
H 2.101 1.185 -5.041
H 1.048 2.565 -4.691
H 2.105 1.932 -3.450
H -3.054 0.453 -4.271
H -2.490 -0.564 -3.022
H -3.467 -1.292 -4.264
H -0.271 1.368 -6.475
*
```

Energy: -55603.3943 eV
Frontier orbital gap: 0.225 Ha
E_HOMO: -9.6 eV